# 1
Here is one molecule with the formula C6H8O3 at a distorted geometry from OMol25. Energies are from the ωB97M-V functional and the def2-TZVPD basis.

The geometry in XYZ format:
```
17
Properties=species:S:1:pos:R:3:forces:R:3
C 2.90751 0.25458 -0.02255 2.694 3.065 -4.305
O 1.93800 -0.48061 -0.71388 -2.473 0.314 1.875
C 0.92052 -0.58801 0.29699 -1.364 -1.023 -2.062
C -0.50703 -0.90347 -0.20298 -1.307 -1.265 -3.370
O -1.88973 -1.51656 -0.03747 2.130 1.152 0.862
C -2.65553 -0.37216 -0.19511 -0.782 0.652 0.481
C -2.29099 0.95570 -0.21687 -0.106 -0.315 -1.687
O -0.94533 1.40565 -0.15946 -0.293 -0.380 0.785
C -0.31580 0.30267 0.51816 -1.065 1.207 -0.131
H 3.06188 -0.14123 0.91922 0.996 -0.879 1.869
H 2.69127 1.37202 0.08306 -0.314 -1.367 -0.054
H 3.83601 0.27673 -0.77198 -1.583 -0.394 2.088
H 1.30433 -1.08271 1.13851 0.330 -0.264 1.418
H -0.53960 -0.77292 -1.32948 0.714 0.256 1.373
H -3.71173 -0.67383 -0.19945 0.443 0.528 -0.224
H -2.98991 1.76929 -0.60698 0.962 -1.393 1.048
H -0.81388 0.19484 1.50027 1.018 0.104 0.035
```
Forces are in eV/Å.

Properties
SMILES   COC1[C@H]2OC=CO[C@H]12
2S+1   1
E_HOMO   -8.52 eV
Relative energy (zero: lowest compared OMol25 entry of this formula, charge and spin)   5.961 eV
Strongest force on any atom   0.1154 hartree/bohr
E_LUMO   0.918 eV
Total charge   0

These are the natural (NBO) partial charges, in e, on atoms 1 to 2:
1. C -0.2591
2. O -0.4926



# 2
Here is a 10-piece molecular cluster, C38H67N10O2S overall at a distorted geometry from OMol25. Energies are from the ωB97M-V functional and the def2-TZVPD basis.

The geometry in XYZ format:
```
118
Properties=species:S:1:pos:R:3:forces:R:3
O 2.25422 -3.94750 -1.23254 0.768 0.193 -1.683
N 1.72826 -3.04622 -1.84658 -0.277 -1.653 2.897
O 0.68122 -2.65060 -1.09167 1.074 1.760 -1.685
C 0.17437 -1.37126 -1.69076 -3.129 -0.128 -0.179
C -1.42681 -1.42192 -1.59791 1.999 -0.342 0.471
S -1.90246 -2.94506 -2.59145 -0.506 0.279 0.785
H 0.44899 -1.39056 -2.78076 0.075 0.189 1.229
H 0.62978 -0.51094 -1.11722 -0.430 -0.946 -0.614
H -1.64818 -1.58706 -0.49948 -0.068 -0.046 -1.089
H -2.13895 -3.98554 -1.70090 0.517 0.731 -0.537
C -3.93434 2.87320 -2.53238 0.005 -0.273 -0.082
C -2.92974 3.04234 -1.40001 -0.327 -0.025 0.026
C -1.50548 3.29097 -1.89692 0.039 -0.854 -0.203
C -1.04220 2.13289 -2.71945 0.521 -0.445 -0.520
N -0.68226 1.22874 -3.35257 -0.385 1.466 0.637
H -3.70364 2.00095 -3.14909 0.119 0.020 0.090
H -4.93825 2.72902 -2.12898 0.045 0.093 -0.069
H -3.94958 3.75598 -3.17566 0.019 -0.084 -0.003
H -2.95092 2.14781 -0.77116 0.140 0.050 -0.064
H -3.23892 3.88454 -0.77310 0.114 0.014 -0.008
H -0.83031 3.41926 -1.04732 -0.080 -0.123 -0.261
H -1.46367 4.19975 -2.50421 0.015 -0.077 -0.067
C 0.95247 -4.27748 1.56085 -0.010 -0.132 0.255
C 1.84739 -4.69707 2.72315 -0.167 -0.115 -0.384
C 1.47768 -4.00867 4.04110 0.343 0.592 -0.316
C 1.61674 -2.52668 3.89801 -0.032 0.859 0.181
N 1.72715 -1.37495 3.78679 -0.112 -1.692 0.206
H 1.04175 -3.21165 1.34687 -0.045 -0.096 -0.032
H 1.23334 -4.81206 0.65534 -0.086 0.134 0.074
H -0.09793 -4.49865 1.77516 0.020 0.046 -0.018
H 2.88793 -4.47386 2.46839 -0.026 -0.020 0.142
H 1.77416 -5.78039 2.85503 0.078 0.067 0.183
H 2.13636 -4.35171 4.84291 -0.064 0.143 0.038
H 0.44876 -4.24599 4.32293 0.030 0.118 -0.027
C 6.35244 -4.20678 5.17964 0.102 0.057 -0.076
C 5.90363 -4.50424 6.60552 0.015 0.295 -0.225
C 5.86633 -6.00272 6.91716 -0.542 -0.061 -0.434
C 4.90485 -6.69180 6.00369 -0.435 -0.624 -0.384
N 4.16052 -7.22752 5.29010 1.039 0.821 1.027
H 5.65964 -4.62419 4.44458 -0.002 -0.021 0.061
H 6.39226 -3.12837 5.01157 -0.009 -0.058 0.011
H 7.34656 -4.61871 4.98775 -0.193 0.094 0.039
H 4.91273 -4.06808 6.76412 0.044 -0.099 0.115
H 6.58636 -4.01329 7.30442 -0.054 -0.122 0.049
H 5.55214 -6.16434 7.95072 -0.046 -0.131 -0.107
H 6.85689 -6.44628 6.79053 -0.094 -0.025 -0.086
C -4.95731 -5.54908 3.16121 -0.028 -0.101 0.023
C -3.76343 -4.86660 3.81993 -0.176 -0.213 0.049
C -3.42711 -3.51425 3.18765 0.268 -0.341 -0.667
C -3.08333 -3.69592 1.74479 0.242 0.211 -0.826
N -2.81338 -3.83717 0.62338 -0.487 -0.009 1.865
H -4.76132 -5.77604 2.11111 0.006 0.104 0.039
H -5.17853 -6.49454 3.66200 -0.029 0.063 -0.007
H -5.84907 -4.91823 3.21645 0.041 -0.042 -0.030
H -2.89592 -5.53018 3.75687 0.012 0.126 0.015
H -3.97895 -4.71916 4.88227 0.084 0.074 -0.038
H -2.57633 -3.05984 3.70043 -0.026 0.062 -0.152
H -4.27559 -2.83065 3.26859 0.064 -0.014 -0.090
C -7.59178 6.57111 -4.89263 -0.074 0.032 -0.033
C -6.36262 7.43567 -4.63283 -0.313 0.018 -0.096
C -5.14119 6.62045 -4.20183 -0.290 -0.162 0.623
C -5.43560 5.89067 -2.93238 0.069 -0.388 0.684
N -5.66448 5.32210 -1.94623 0.117 1.072 -1.298
H -7.91391 6.04807 -3.98943 0.085 -0.018 -0.044
H -8.42812 7.19006 -5.22486 0.048 -0.051 -0.023
H -7.39076 5.82678 -5.66795 -0.034 0.024 0.063
H -6.60428 8.17454 -3.86315 0.134 -0.021 -0.036
H -6.11735 7.98879 -5.54349 0.110 -0.022 0.087
H -4.28552 7.27980 -4.04075 0.006 -0.152 0.115
H -4.87027 5.89635 -4.97419 -0.009 -0.051 0.130
C -4.17708 7.82040 3.01706 -0.011 0.030 0.096
C -5.36298 7.95756 2.06794 0.136 0.109 0.273
C -5.17969 7.17091 0.76764 0.515 0.498 -0.115
C -3.97535 7.66976 0.03542 0.618 0.022 -0.656
N -3.03828 8.05762 -0.53306 -1.390 -0.492 0.864
H -3.26166 8.22313 2.57778 -0.046 -0.076 -0.037
H -4.36388 8.37260 3.94083 0.010 -0.067 -0.025
H -4.00203 6.77285 3.27674 0.023 0.071 -0.019
H -5.51534 9.01711 1.84120 -0.062 -0.088 -0.061
H -6.26588 7.60374 2.57293 -0.003 -0.016 -0.143
H -6.05689 7.28895 0.12902 0.176 -0.101 -0.103
H -5.05483 6.10610 0.97630 0.070 0.059 -0.158
C 0.84135 -0.89882 -6.13590 0.072 0.079 0.063
C -0.56810 -1.25500 -6.59279 0.130 0.193 0.337
C -0.58527 -2.25902 -7.74847 0.277 0.541 -0.418
C 0.12348 -1.68968 -8.93643 0.356 0.057 -0.830
N 0.67430 -1.24711 -9.86005 -0.821 -0.611 1.365
H 1.41201 -0.41199 -6.93168 -0.021 -0.081 -0.043
H 0.80133 -0.20551 -5.29336 -0.064 -0.117 0.001
H 1.38722 -1.79141 -5.81683 -0.029 0.053 0.008
H -1.08631 -0.33862 -6.89026 -0.052 -0.119 -0.029
H -1.11894 -1.67581 -5.74805 -0.027 -0.030 -0.080
H -1.61478 -2.49191 -8.02909 0.112 -0.022 -0.119
H -0.09528 -3.19023 -7.45442 0.032 0.067 -0.090
C 1.22267 6.58529 -1.94077 -0.001 0.035 -0.063
C 1.59403 7.10783 -0.55720 -0.125 0.142 -0.278
C 2.05941 6.00074 0.39206 -0.675 -0.260 -0.013
C 0.96673 5.00002 0.58193 -0.385 -0.666 0.313
N 0.11459 4.22498 0.72951 1.262 1.258 -0.059
H 0.38224 5.88912 -1.89550 0.080 -0.002 0.041
H 0.92534 7.41070 -2.59095 0.036 -0.052 0.026
H 2.06908 6.07303 -2.40687 -0.072 0.001 0.009
H 0.72956 7.62339 -0.12882 0.092 -0.049 0.059
H 2.39243 7.84838 -0.65831 0.007 -0.065 0.122
H 2.32573 6.42394 1.36295 -0.052 -0.161 0.002
H 2.94031 5.49454 -0.00981 -0.107 -0.076 0.041
C 7.71814 -6.10765 1.03611 -0.021 0.015 -0.053
C 9.21851 -6.37992 0.99731 -0.273 0.162 -0.201
C 9.71742 -7.14344 2.22711 -0.123 0.593 0.373
C 9.45016 -6.34898 3.46418 -0.023 0.205 0.810
N 9.24227 -5.72728 4.42319 0.445 -0.965 -1.409
H 7.44569 -5.47406 1.88322 0.024 -0.073 -0.003
H 7.40276 -5.58881 0.12905 -0.013 -0.068 0.058
H 7.15198 -7.04028 1.10818 0.000 0.079 0.004
H 9.75021 -5.42775 0.91246 0.070 -0.120 0.038
H 9.45235 -6.95956 0.10028 0.096 -0.022 0.113
H 10.79133 -7.32586 2.14798 -0.059 0.011 0.167
H 9.21477 -8.11002 2.30906 -0.007 0.089 0.105
```
Forces are in eV/Å.

Properties
2S+1   1
E_HOMO   -1.85 eV
Relative energy (zero: lowest compared OMol25 entry of this formula, charge and spin)   1.591 eV
Strongest force on any atom   0.0651 hartree/bohr
E_LUMO   1.958 eV
Total charge   -1

These are the Löwdin partial charges, in e, on atoms 1 to 2:
1. O -0.0664
2. N -0.0565